ORCA calculation (the ωB97M-V functional and the def2-TZVPD basis) on a molecular structure, C35H37IN5O4Tc.

Last column: Löwdin spin population.
CARTESIAN COORDINATES (ANGSTROEM)
Tc 0.10 -0.84 -0.04  1.3059
C -1.59 -2.52 2.21  0.0002
N -0.33 -2.61 1.43  -0.0126
C -0.37 -3.91 0.70  -0.0026
C 0.84 -2.62 2.32  -0.0343
C 0.91 -3.50 3.38  0.0050
C 2.06 -3.57 4.16  -0.0412
C 3.16 -2.81 3.82  0.0043
C 3.09 -1.91 2.78  -0.0335
C 1.90 -1.74 2.06  -0.0028
N 1.70 -0.78 1.07  -0.1864
C 2.35 0.46 1.05  0.0050
C 3.03 1.04 2.12  -0.0291
C 3.67 2.27 1.98  0.0047
C 3.62 2.94 0.76  -0.0343
C 2.87 2.41 -0.28  0.0055
C 2.22 1.21 -0.14  -0.0231
N 1.45 0.60 -1.22  0.0043
C 0.63 1.54 -2.01  0.0035
C 2.45 0.03 -2.16  -0.0005
H -1.82 -3.47 2.69  -0.0002
H -2.41 -2.26 1.54  -0.0004
H -1.51 -1.75 2.97  -0.0002
H -0.53 -4.73 1.41  -0.0005
H 0.56 -4.08 0.17  -0.0002
H -1.19 -3.89 -0.01  -0.0004
H 0.08 -4.15 3.62  0.0010
H 2.09 -4.24 5.00  -0.0023
H 4.09 -2.93 4.36  0.0010
H 3.96 -1.33 2.49  -0.0009
H 3.03 0.55 3.08  -0.0014
H 4.20 2.70 2.81  0.0009
H 4.14 3.88 0.64  -0.0018
H 2.81 2.97 -1.21  0.0008
H 1.24 2.33 -2.46  0.0007
H -0.13 2.00 -1.39  0.0013
H 0.16 0.99 -2.81  0.0001
H 3.03 0.84 -2.61  -0.0003
H 1.96 -0.54 -2.94  -0.0004
H 3.14 -0.62 -1.63  0.0002
I -2.34 -0.81 -1.36  -0.0101
C -1.52 -1.98 -2.94  0.0005
C -2.29 -2.18 -4.06  0.0043
C -1.74 -2.91 -5.13  -0.0035
C -0.47 -3.39 -5.05  0.0036
C 0.31 -3.20 -3.89  -0.0007
C 1.62 -3.72 -3.81  0.0227
C 2.36 -3.58 -2.67  -0.0018
C 1.82 -2.87 -1.57  0.0279
C 0.58 -2.27 -1.61  -0.0124
C -0.21 -2.47 -2.78  0.0084
H -3.29 -1.78 -4.12  0.0002
H -2.35 -3.08 -6.01  -0.0003
H -0.04 -3.93 -5.88  0.0001
H 2.02 -4.25 -4.67  0.0012
H 3.36 -3.98 -2.60  -0.0008
H 2.45 -2.77 -0.69  0.0018
O -5.98 2.71 -1.39  0.0000
C -5.73 4.05 -0.98  0.0000
N -4.46 4.04 -0.30  0.0000
C -3.33 4.57 -0.85  0.0000
O -3.32 5.29 -1.83  0.0000
C -2.08 4.21 -0.12  0.0002
C -1.14 5.17 0.22  0.0000
C 0.00 4.79 0.92  0.0006
C 0.17 3.44 1.21  0.0006
N -0.68 2.51 0.81  0.0104
C -1.80 2.89 0.20  0.0008
H -6.81 2.69 -1.88  0.0000
H -6.50 4.40 -0.29  0.0000
H -5.64 4.73 -1.83  0.0000
H -4.37 3.38 0.46  0.0000
H -1.31 6.21 -0.05  0.0000
H 0.73 5.51 1.24  0.0000
H 1.03 3.09 1.78  -0.0001
H -2.48 2.09 -0.07  -0.0001
C -0.89 1.02 3.81  -0.0005
O -0.19 0.48 2.67  -0.0004
C -0.91 0.21 1.57  -0.0027
O -2.13 0.26 1.55  0.0149
H -0.43 0.59 4.70  0.0000
H -1.94 0.76 3.76  -0.0003
H -0.77 2.10 3.82  0.0000

## Properties
- Spin multiplicity: 2
- Charge: +1
- Strongest force on any atom: 4.009 eV Å⁻¹
- Highest occupied orbital energy (alpha / beta): -10.31 / -10.36 eV
- <S²>: 1.095